Computed, not measured: an isolated molecule of C5H10ClN at a distorted geometry, with ωB97M-V/def2-TZVPD.

As for the frontier orbital gap: 9.65 eV. The SMILES is C[C@H]1[C@@H](CCl)N1C. Its HOMO energy is -8.799 eV.

Each line ends with the Mulliken charge.
Cartesian coordinates (Å):
1 H -0.1138 0.0032 -2.1479  0.213
2 H -0.7302 1.6167 1.4928  0.339
3 C -1.7876 -0.2573 0.7923  -0.813
4 H -2.0183 -0.4352 1.9675  0.264
5 H 1.6841 0.6278 1.3839  0.254
6 H 2.2458 -1.3644 -0.0719  0.347
7 N 0.3797 1.1616 -0.2173  -0.145
8 Cl 0.7735 -2.4734 1.4034  -0.164
9 H 1.4012 0.9915 -2.0585  0.292
10 H -0.2063 1.8228 -2.2099  0.288
11 C 1.1351 -1.2168 0.2806  -0.654
12 C -0.5682 0.7622 0.8256  -0.108
13 C 0.8540 0.1666 0.6890  -0.086
14 C 0.3193 1.0273 -1.6588  -0.729
15 H -2.6320 0.0885 -0.0815  0.256
16 H -1.3513 -1.1936 0.2445  0.209
17 H 0.6152 -1.3276 -0.6338  0.236

Computed, not measured: a structure of composition H6N4O at a distorted geometry, with ωB97M-V/def2-TZVPD.

As for the frontier orbital gap (spin up / spin down): 7.92 / 8.57 eV. Its HOMO energy (spin up / spin down) is -8.334 / -8.956 eV.

Each line ends with the Mulliken charge.
Cartesian coordinates (Å):
1 N -0.9815 -1.2111 0.0595  -0.220
2 H 2.1417 -0.8647 -0.5724  0.256
3 N 0.1782 0.6828 0.0945  -0.183
4 H -1.5631 -0.7373 0.7560  0.300
5 H -1.6438 1.9066 -0.0750  0.288
6 H 2.3108 0.7182 -0.8365  0.250
7 H -1.3647 -1.9551 -0.5054  0.274
8 O -1.4605 1.2717 0.6264  -0.716
9 H 0.3717 0.6282 1.0884  0.320
10 N 2.0905 0.0421 -0.1030  -0.503
11 N -0.0793 -0.4812 -0.5324  -0.066

Computed, not measured: an isolated molecule of C5H10O2, with ωB97M-V/def2-TZVPD.

As for the frontier orbital gap: 10.82 eV. The SMILES is CO[C@H]1C[C@H]1CO. Its HOMO energy is -9.805 eV.

Each line ends with the Mulliken charge.
Cartesian coordinates (Å):
1 H 2.9805 -0.1994 0.1836  0.309
2 C 0.4551 -0.6824 -0.0039  -0.057
3 H -1.2604 1.4104 -0.4271  0.286
4 O -2.1429 0.2895 -1.9428  -0.533
5 C 2.3183 0.6796 0.2179  -0.757
6 H 2.1339 0.9333 1.2709  0.301
7 C -0.3079 -0.5929 1.2862  -0.753
8 H -0.3273 -1.4497 1.9536  0.260
9 O 1.1083 0.4515 -0.4715  -0.336
10 C -1.8171 0.4760 -0.5816  -0.577
11 H -1.3064 0.1771 -2.4116  0.320
12 H -1.5031 -1.6537 -0.2561  0.355
13 H 0.9797 -1.6118 -0.2265  0.422
14 H -2.7759 0.5704 -0.0651  0.318
15 H -0.3085 0.3773 1.7817  0.269
16 H 2.8142 1.5189 -0.2765  0.236
17 C -1.0404 -0.6941 -0.0313  -0.063

Computed, not measured: a structure of composition CH2I2O2 at a distorted geometry, with ωB97M-V/def2-TZVPD.

As for the frontier orbital gap: 7.79 eV. Its HOMO energy is -9.386 eV.

Each line ends with the Mulliken charge.
Cartesian coordinates (Å):
1 H 1.6192 -1.0959 0.4597  0.267
2 I -1.5480 -0.2978 -2.2080  0.144
3 O -0.9994 1.4757 0.2933  -0.290
4 C -0.6391 0.9819 -0.6990  0.176
5 H 2.1425 0.0201 0.5649  0.304
6 I 0.9566 2.3935 -1.7063  -0.074
7 O 1.1829 -0.2932 0.4358  -0.527

Computed, not measured: a structure of composition C7H9BrCl2N2 at a distorted geometry, with ωB97M-V/def2-TZVPD.

As for the frontier orbital gap: 9.13 eV. Its HOMO energy is -8.924 eV.

Each line ends with the Mulliken charge.
Cartesian coordinates (Å):
1 H 0.7545 1.1025 -2.4606  0.207
2 Cl -1.6322 0.4008 -0.7959  -0.127
3 C -2.1928 -2.8938 0.6372  -0.941
4 C 0.7175 1.7795 -0.4380  0.125
5 C -0.7503 -2.5323 0.2856  0.089
6 H -2.3456 -3.9942 0.7380  0.337
7 H 3.9565 1.6601 -0.0961  0.470
8 Br -1.7529 3.3580 -1.0224  -0.104
9 H 0.8366 -0.9023 0.6682  0.226
10 N 2.5304 1.2842 -1.6803  -0.923
11 H -2.4861 -2.4413 1.5864  0.292
12 H -0.1492 -3.2057 -0.3069  0.367
13 C -0.1464 -1.4133 0.8626  -0.803
14 H -2.8363 -2.5462 -0.2223  0.192
15 H -1.0356 1.9027 0.7218  0.479
16 C -0.7396 1.8643 -0.2241  -0.567
17 H -0.5949 -0.8689 1.6422  0.240
18 C 1.8098 1.8095 0.3898  0.452
19 Cl 1.8598 2.7430 1.8072  -0.206
20 C 2.9485 1.5638 -0.4328  -0.338
21 N 1.2484 1.3296 -1.6598  0.532

Computed, not measured: an isolated molecule of C3H8N2 at a distorted geometry, with ωB97M-V/def2-TZVPD.

As for the frontier orbital gap: 9.39 eV. The SMILES is C/N=C\NC. Its HOMO energy is -8.380 eV.

Each line ends with the Mulliken charge.
Cartesian coordinates (Å):
1 N 1.1547 0.8403 -0.6340  -0.469
2 H 0.0126 2.8496 -0.1316  0.259
3 H 1.0155 2.3320 1.0359  0.274
4 H 0.6153 -0.8724 -1.3759  0.229
5 H 1.7974 2.7991 -0.5466  0.282
6 C 0.4012 -0.1456 -0.6310  0.118
7 H -0.6573 -2.6420 0.9877  0.299
8 H -0.7568 -2.5168 -0.6168  0.304
9 C 0.9935 2.3242 -0.0436  -0.705
10 H -2.1556 -2.0647 0.4300  0.278
11 C -1.1284 -1.9898 0.2238  -0.811
12 N -0.5834 -0.6962 0.2024  -0.256
13 H -0.7088 -0.2179 1.0996  0.198

Computed, not measured: an isolated molecule of C5H10N4 at a distorted geometry, with ωB97M-V/def2-TZVPD.

As for the frontier orbital gap: 9.14 eV. The SMILES is [H]/N=C(/C(=C)N)N(N)C=C. Its HOMO energy is -8.411 eV.

Each line ends with the Mulliken charge.
Cartesian coordinates (Å):
1 N -2.6888 -0.6279 0.5965  -0.599
2 C -1.5747 1.4182 1.1522  -1.097
3 H 1.3833 -0.2387 -2.6811  0.332
4 H 1.2623 1.2373 1.6270  0.250
5 H 3.2059 -0.4872 -2.4548  0.240
6 H -2.4504 1.7789 1.6822  0.298
7 H -3.5550 -0.1089 0.4989  0.252
8 H 0.5944 -0.1825 2.0921  0.311
9 C -0.3604 -0.3469 -0.1767  0.561
10 H 0.1362 -1.5716 -1.5332  0.277
11 C 2.2282 -0.3336 -2.0083  -0.920
12 C 2.1040 -0.2383 -0.6793  -0.007
13 N 1.3009 0.2293 1.4782  -0.802
14 H -0.7297 2.0901 1.0862  0.271
15 N -0.7192 -1.1902 -1.1225  -0.776
16 H 3.0187 -0.2943 -0.0890  0.339
17 N 0.9880 -0.0481 0.1221  0.352
18 C -1.5760 0.2016 0.5950  0.388
19 H -2.5675 -1.2872 -0.1854  0.332

Energy above the lowest of the compared OMol25 structures with the same formula, charge and spin, record by record: 3.192 3.777 2.516 1.432 1.184 3.003 2.645 eV
E_tot, record by record: -711.338168 -297.601793 -346.932978 -785.116960 -3875.947335 -228.538280 -415.459651 Ha